Record 1
{"formula": "C17H37N4O22S4", "method": "the ωB97M-V functional and the def2-TZVPD basis", "elements": ["N", "O", "O", "O", "C", "C", "O", "S", "O", "O", "O", "H", "H", "H", "H", "C", "C", "O", "S", "O", "O", "O", "H", "H", "H", "H", "C", "C", "O", "S", "O", "O", "O", "H", "H", "H", "H", "C", "C", "O", "S", "O", "O", "O", "H", "H", "H", "H", "C", "C", "O", "N", "C", "H", "H", "H", "H", "H", "H", "H", "C", "C", "O", "N", "C", "H", "H", "H", "H", "H", "H", "H", "C", "C", "O", "N", "C", "H", "H", "H", "H", "H", "H", "H"], "positions_angstrom": [[-1.158, 0.450, 0.493], [-1.019, 0.659, 1.669], [-0.500, -0.398, -0.050], [-1.908, 1.093, -0.233], [4.035, -1.372, 2.439], [4.022, 0.156, 2.441], [4.371, 0.606, 3.760], [5.222, -0.492, 4.579], [4.805, -0.626, 6.008], [6.626, -0.415, 4.194], [4.548, -1.719, 3.753], [4.608, -1.823, 1.629], [3.036, -1.805, 2.402], [3.039, 0.534, 2.159], [4.763, 0.568, 1.756], [0.375, 3.001, 6.911], [0.941, 4.042, 5.969], [1.579, 5.031, 6.681], [2.131, 4.470, 8.146], [1.607, 5.341, 9.213], [3.513, 4.018, 8.264], [1.213, 3.100, 8.069], [0.466, 2.035, 6.413], [-0.654, 3.242, 7.177], [0.192, 4.575, 5.383], [1.618, 3.617, 5.229], [1.362, 3.527, -4.466], [2.146, 4.707, -4.885], [2.483, 4.351, -6.137], [2.948, 2.703, -6.166], [4.331, 2.503, -5.692], [2.604, 2.128, -7.466], [1.898, 2.312, -4.968], [0.405, 3.655, -4.970], [1.139, 3.408, -3.406], [2.979, 4.916, -4.214], [1.561, 5.617, -5.019], [-6.379, 3.697, 1.703], [-5.529, 4.904, 1.420], [-5.707, 5.723, 2.619], [-6.709, 5.053, 3.682], [-7.638, 6.009, 4.232], [-5.863, 4.273, 4.599], [-7.435, 4.025, 2.509], [-5.645, 2.978, 2.068], [-6.611, 3.349, 0.697], [-5.895, 5.312, 0.478], [-4.496, 4.562, 1.487], [-3.074, -0.788, -4.932], [-4.306, -1.442, -4.351], [-5.184, -1.837, -5.092], [-4.420, -1.694, -3.013], [-5.569, -2.135, -2.346], [-2.443, -1.554, -5.382], [-2.425, -0.354, -4.172], [-3.254, -0.011, -5.675], [-3.641, -1.419, -2.433], [-5.684, -1.956, -1.277], [-5.687, -3.174, -2.656], [-6.442, -1.540, -2.615], [-1.626, -6.649, 0.242], [-1.693, -6.326, 1.767], [-2.078, -7.240, 2.540], [-1.490, -5.040, 2.162], [-1.619, -4.610, 3.544], [-1.570, -5.679, -0.251], [-2.447, -7.246, -0.154], [-0.716, -7.242, 0.142], [-1.021, -4.369, 1.571], [-2.198, -5.260, 4.200], [-2.324, -3.783, 3.628], [-0.688, -4.321, 4.032], [5.127, -4.465, -6.867], [5.427, -3.878, -5.433], [6.475, -4.069, -4.799], [4.467, -3.203, -4.855], [4.434, -2.634, -3.495], [5.072, -3.576, -7.495], [4.148, -4.906, -7.058], [6.050, -4.831, -7.317], [3.571, -3.035, -5.289], [3.482, -2.386, -3.025], [4.932, -1.669, -3.589], [4.992, -3.278, -2.816]], "spin_multiplicity": 1, "charge": -1, "e_lumo_ev": 1.63, "e_above_lowest_kcal_mol": 134.5, "max_force_ev_per_a": 5.32}

---

Record 2
{"formula": "C15H16N2O3S2", "method": "the ωB97M-V functional and the def2-TZVPD basis", "elements": ["C", "C", "O", "C", "O", "C", "C", "S", "C", "N", "C", "O", "C", "C", "S", "C", "C", "C", "C", "C", "C", "N", "H", "H", "H", "H", "H", "H", "H", "H", "H", "H", "H", "H", "H", "H", "H", "H"], "positions_angstrom": [[-3.815, -2.536, 0.387], [-4.054, -1.038, 0.399], [-2.855, -0.394, -0.035], [-2.852, 0.936, -0.007], [-3.776, 1.617, 0.365], [-1.560, 1.478, -0.476], [-1.223, 2.800, -0.454], [0.374, 3.029, -1.036], [0.474, 1.271, -1.268], [1.628, 0.736, -1.742], [1.981, -0.582, -2.007], [3.107, -0.795, -2.380], [0.930, -1.652, -1.863], [0.588, -2.023, -0.418], [2.057, -2.174, 0.659], [2.310, -0.458, 1.068], [1.301, 0.282, 1.667], [1.510, 1.618, 1.954], [2.727, 2.212, 1.661], [3.743, 1.461, 1.092], [3.539, 0.125, 0.796], [-0.593, 0.641, -0.943], [-4.717, -3.052, 0.703], [-3.549, -2.864, -0.614], [-3.004, -2.793, 1.063], [-4.870, -0.757, -0.276], [-4.307, -0.678, 1.403], [-1.827, 3.621, -0.128], [2.394, 1.386, -1.883], [1.325, -2.529, -2.378], [0.010, -1.319, -2.348], [-0.085, -1.288, 0.017], [0.113, -3.003, -0.398], [0.357, -0.184, 1.911], [0.721, 2.196, 2.414], [2.885, 3.257, 1.883], [4.697, 1.918, 0.873], [4.317, -0.468, 0.341]], "spin_multiplicity": 1, "e_lumo_ev": 0.33, "e_above_lowest_kcal_mol": 5.1, "max_force_ev_per_a": 1.20}

---

HOMO energy list, top to bottom, in eV: -5.46 -8.42
DFT total energy list, top to bottom, in Ha: -4136.77197 -1712.84146
HOMO-LUMO gap list, top to bottom, in eV: 7.08 8.74